[1]
Formula: C45H53GeN4O2PSi3V
Source: OMol25
Level of theory: wB97M-V/def2-TZVPD

Values from the calculation:
LUMO (alpha / beta) = -0.023 / -0.008 hartree
HOMO-LUMO gap (alpha / beta) = 0.2556 / 0.2716 Eh
DFT total energy = -172709.587 eV

The geometry in ORCA input format:
```
! wB97M-V def2-TZVPD RIJCOSX def2/J DEFGRID3
* xyz 0 2
V 0.191 -0.564 0.042
O 3.189 -1.446 2.548
C 2.440 -0.781 1.859
N 1.880 -1.125 0.663
C 2.354 -2.224 -0.074
C 3.622 -2.784 0.086
C 4.046 -3.817 -0.727
C 3.207 -4.302 -1.716
C 1.943 -3.765 -1.887
C 1.489 -2.725 -1.068
N 0.193 -2.151 -1.071
C -0.821 -2.760 -1.744
O -0.737 -3.628 -2.601
C -2.189 -2.326 -1.332
C -3.272 -3.097 -1.744
C -4.541 -2.711 -1.364
C -4.675 -1.571 -0.585
C -3.536 -0.885 -0.206
N -2.307 -1.240 -0.576
C 2.087 0.613 2.273
C 2.594 1.132 3.458
C 2.295 2.439 3.789
C 1.492 3.175 2.925
C 1.028 2.567 1.772
N 1.323 1.316 1.437
H 4.273 -2.410 0.858
H 5.035 -4.234 -0.587
H 3.530 -5.112 -2.356
H 1.297 -4.168 -2.643
H -3.079 -3.968 -2.352
H -5.409 -3.287 -1.658
H -5.647 -1.211 -0.275
H -3.621 -0.004 0.416
H 3.203 0.494 4.083
H 2.667 2.879 4.705
H 1.233 4.202 3.143
H 0.405 3.107 1.071
C -2.838 -4.733 1.604
C -1.460 -4.644 1.483
C -0.805 -3.500 1.915
C -1.523 -2.436 2.461
C -2.905 -2.542 2.598
C -3.556 -3.689 2.175
P -0.555 -0.941 2.896
C -0.985 -0.692 4.660
C -1.540 -1.686 5.459
C -1.816 -1.436 6.797
C -1.532 -0.198 7.352
C -0.950 0.790 6.567
C -0.669 0.540 5.235
C -1.558 0.394 2.115
C -2.581 1.080 2.772
C -3.269 2.098 2.131
C -2.947 2.415 0.819
C -1.958 1.700 0.156
C -1.222 0.696 0.783
H -3.355 -5.617 1.253
H -0.896 -5.459 1.047
H 0.275 -3.424 1.835
H -3.467 -1.725 3.036
H -4.631 -3.766 2.284
H -1.766 -2.656 5.034
H -2.259 -2.215 7.403
H -1.762 -0.004 8.391
H -0.723 1.758 6.997
H -0.222 1.315 4.626
H -2.830 0.842 3.798
H -4.052 2.637 2.649
H -3.465 3.217 0.306
H -1.770 1.925 -0.882
C 0.643 1.459 -5.276
Si 0.263 0.116 -3.977
C -1.585 -0.295 -4.137
C 1.331 -1.375 -4.441
Ge 0.823 1.115 -1.775
Si 3.230 1.564 -1.683
C 4.365 0.068 -1.467
C 3.737 2.327 -3.350
C 3.636 2.831 -0.328
Si -0.105 3.370 -2.234
C -0.292 4.557 -0.753
C -1.823 3.208 -3.058
C 0.915 4.432 -3.441
H 0.582 1.032 -6.281
H 1.650 1.858 -5.142
H -0.062 2.290 -5.220
H -1.717 -1.194 -4.745
H -2.141 0.519 -4.604
H -2.033 -0.489 -3.163
H 1.514 -1.390 -5.518
H 0.827 -2.303 -4.175
H 2.297 -1.358 -3.934
H 4.005 -0.795 -2.030
H 4.438 -0.229 -0.420
H 5.374 0.299 -1.819
H 3.550 1.625 -4.166
H 4.806 2.555 -3.347
H 3.198 3.249 -3.565
H 3.623 2.359 0.656
H 2.914 3.651 -0.318
H 4.631 3.256 -0.481
H -0.951 4.172 0.027
H -0.713 5.503 -1.102
H 0.680 4.782 -0.304
H -2.294 2.238 -2.885
H -1.750 3.344 -4.138
H -2.497 3.979 -2.676
H 1.758 4.899 -2.926
H 0.279 5.231 -3.830
H 1.301 3.872 -4.293
*
```


[2]
Formula: C45H54BaN7O4S3
Source: OMol25
Level of theory: wB97M-V/def2-TZVPD

Values from the calculation:
LUMO = 0.067 hartree
HOMO-LUMO gap = 0.2096 Eh
DFT total energy = -99360.120 eV

The geometry in ORCA input format:
```
! wB97M-V def2-TZVPD RIJCOSX def2/J DEFGRID3
* xyz -1 1
Ba -0.120 0.618 0.354
N 0.521 2.376 2.601
C -0.614 3.285 2.603
C -1.018 3.639 1.144
O -1.484 4.760 0.935
O -0.820 2.744 0.292
H 0.764 2.100 3.548
H 1.321 2.852 2.191
H -0.433 4.221 3.155
H -1.475 2.781 3.050
S -2.971 0.342 1.906
C -2.823 -0.759 3.198
N -3.840 -0.850 4.029
N -3.832 -1.680 5.098
C -2.831 -2.071 5.950
C -3.051 -3.182 6.776
C -2.090 -3.596 7.674
C -0.894 -2.908 7.796
C -0.681 -1.785 7.006
C -1.627 -1.368 6.098
N -1.816 -1.655 3.377
N -0.892 -1.834 2.527
C -0.134 -2.964 2.763
C -0.674 -4.112 3.360
C 0.107 -5.233 3.550
C 1.440 -5.224 3.167
C 1.980 -4.089 2.580
C 1.200 -2.973 2.352
H -4.757 -2.050 5.286
H -3.986 -3.721 6.698
H -2.280 -4.467 8.286
H -0.142 -3.234 8.499
H 0.237 -1.224 7.107
H -1.448 -0.487 5.501
H -1.707 -4.100 3.677
H -0.320 -6.106 4.027
H 2.059 -6.098 3.311
H 3.020 -4.084 2.285
H 1.612 -2.089 1.890
O -0.878 0.787 -2.999
S -1.503 0.526 -4.291
C -0.217 0.926 -5.583
C 0.224 2.376 -5.676
C 0.805 2.940 -4.373
C 2.191 2.431 -4.025
S 2.519 2.606 -2.184
O 1.464 1.825 -1.551
C 1.983 4.344 -2.112
C 2.811 5.368 -2.543
C 2.349 6.672 -2.484
C 1.080 6.941 -1.991
C 0.272 5.912 -1.537
C 0.731 4.608 -1.595
C -2.641 1.913 -4.583
C -3.414 1.934 -5.732
C -4.366 2.926 -5.889
C -4.544 3.876 -4.895
C -3.779 3.834 -3.740
C -2.827 2.843 -3.577
H -0.639 0.587 -6.528
H 0.616 0.275 -5.318
H -0.638 2.988 -5.955
H 0.964 2.463 -6.480
H 0.146 2.674 -3.545
H 0.827 4.030 -4.450
H 2.990 2.950 -4.553
H 2.276 1.358 -4.191
H 3.801 5.151 -2.919
H 2.979 7.483 -2.825
H 0.727 7.962 -1.952
H -0.696 6.102 -1.103
H 0.131 3.793 -1.215
H -3.279 1.176 -6.490
H -4.980 2.946 -6.778
H -5.299 4.639 -5.016
H -3.934 4.558 -2.955
H -2.248 2.770 -2.668
C -2.873 -2.669 0.002
N -2.349 -1.885 -1.097
C -3.373 -0.966 -1.561
C -1.861 -2.725 -2.173
C -0.567 -3.479 -1.852
N 0.580 -2.625 -1.629
C 1.662 -3.366 -1.021
C 1.018 -1.936 -2.825
H -3.686 -3.349 -0.317
H -3.264 -1.994 0.759
H -2.077 -3.258 0.450
H -4.260 -1.487 -1.970
H -2.968 -0.321 -2.337
H -3.685 -0.342 -0.726
H -1.692 -2.084 -3.041
H -2.621 -3.483 -2.462
H -0.387 -4.180 -2.696
H -0.714 -4.085 -0.955
H 2.034 -4.186 -1.661
H 1.312 -3.786 -0.081
H 2.486 -2.692 -0.797
H 1.078 -2.604 -3.710
H 2.007 -1.518 -2.637
H 0.337 -1.116 -3.032
C 2.315 0.006 0.847
C 3.437 -0.310 1.197
C 4.673 -0.776 1.716
C 5.902 -0.539 1.094
C 7.072 -1.026 1.646
C 7.044 -1.759 2.822
C 5.830 -2.002 3.447
C 4.660 -1.515 2.905
H 5.928 0.031 0.176
H 8.022 -0.836 1.160
H 7.962 -2.136 3.251
H 5.802 -2.576 4.364
H 3.710 -1.697 3.387
*
```


[3]
Formula: C45H54ClIrN5P
Source: OMol25
Level of theory: wB97M-V/def2-TZVPD

Values from the calculation:
LUMO (alpha / beta) = -0.301 / -0.378 hartree
HOMO-LUMO gap (alpha / beta) = 0.2882 / 0.2293 Eh
DFT total energy = -79623.306 eV

The geometry in ORCA input format:
```
! wB97M-V def2-TZVPD RIJCOSX def2/J DEFGRID3
* xyz 3 2
Ir 0.719 -0.367 0.470
C -1.101 -2.972 -1.294
C -1.724 -2.360 -0.077
C -3.093 -2.521 0.134
C -3.679 -2.036 1.285
C -2.864 -1.479 2.265
C -1.510 -1.383 2.017
N -0.967 -1.729 0.830
C -0.532 -0.932 3.038
C -0.890 -0.905 4.375
C 0.014 -0.430 5.308
C 1.280 -0.079 4.880
C 1.633 -0.227 3.542
N 0.713 -0.593 2.617
C 3.092 -0.071 3.235
C 3.787 1.026 3.723
C 5.174 1.018 3.648
C 5.809 -0.101 3.147
C 5.043 -1.174 2.689
C 5.691 -2.430 2.195
N 3.706 -1.140 2.710
H -1.204 -4.057 -1.217
H -0.043 -2.743 -1.380
H -1.618 -2.663 -2.203
H -3.681 -3.027 -0.620
H -4.747 -2.116 1.439
H -3.287 -1.129 3.194
H -1.866 -1.244 4.686
H -0.250 -0.373 6.355
H 2.034 0.223 5.592
H 3.266 1.875 4.147
H 5.746 1.869 3.994
H 6.888 -0.157 3.114
H 6.729 -2.264 1.919
H 5.158 -2.848 1.340
H 5.673 -3.177 2.991
C -3.570 5.089 -0.516
C -3.923 4.046 0.559
C -5.221 3.320 0.173
C -4.123 4.754 1.898
C -2.801 3.026 0.621
C -2.034 2.790 1.760
C -1.029 1.845 1.740
N -0.745 1.115 0.657
C -1.456 1.339 -0.471
C -2.471 2.272 -0.509
C -0.991 0.591 -1.656
C -1.600 0.680 -2.895
C -1.048 0.070 -4.020
C 0.148 -0.621 -3.815
C 0.687 -0.718 -2.553
N 0.129 -0.142 -1.477
C -1.708 0.112 -5.386
C -2.819 1.160 -5.453
C -0.659 0.418 -6.466
C -2.310 -1.285 -5.632
H -4.346 5.853 -0.542
H -3.512 4.649 -1.513
H -2.622 5.581 -0.296
H -6.038 4.039 0.137
H -5.481 2.554 0.906
H -5.155 2.852 -0.811
H -4.945 5.462 1.808
H -3.239 5.322 2.197
H -4.383 4.056 2.696
H -2.204 3.340 2.674
H -0.425 1.670 2.620
H -3.008 2.436 -1.431
H -2.510 1.250 -2.993
H 0.660 -1.109 -4.631
H 1.587 -1.288 -2.382
H -2.448 2.161 -5.224
H -3.651 0.925 -4.784
H -3.226 1.186 -6.462
H -0.113 1.337 -6.246
H -1.161 0.550 -7.424
H 0.058 -0.393 -6.591
H -3.072 -1.525 -4.887
H -1.544 -2.061 -5.614
H -2.783 -1.306 -6.614
C 4.086 0.870 0.278
P 2.331 1.285 0.118
C 2.136 2.720 1.212
C 2.280 2.035 -1.536
H 4.652 1.770 0.034
H 4.375 0.082 -0.419
H 4.332 0.566 1.295
H 2.965 3.406 1.032
H 2.166 2.409 2.257
H 1.204 3.247 1.016
H 3.028 2.829 -1.549
H 1.309 2.473 -1.764
H 2.541 1.312 -2.309
Cl 2.373 -3.884 -2.410
C 1.940 -4.348 -0.808
C 1.681 -5.675 -0.556
C 1.316 -6.068 0.730
C 1.208 -5.130 1.771
C 1.467 -3.812 1.522
C 1.848 -3.358 0.223
C 2.177 -2.004 0.001
H 1.769 -6.402 -1.351
H 1.121 -7.115 0.925
H 0.942 -5.462 2.765
H 1.428 -3.081 2.315
H 2.683 -1.804 -0.936
H 2.647 -1.553 0.902
*
```


[4]
Formula: C45H54ClIrN7O3P2S2Te
Source: OMol25
Level of theory: wB97M-V/def2-TZVPD

Values from the calculation:
LUMO (alpha / beta) = -0.066 / -0.131 hartree
HOMO-LUMO gap (alpha / beta) = 0.2628 / 0.2260 Eh
DFT total energy = -127013.864 eV

The geometry in ORCA input format:
```
! wB97M-V def2-TZVPD RIJCOSX def2/J DEFGRID3
* xyz 1 5
Ir -1.148 0.230 0.276
C 6.701 -0.240 3.939
S 6.139 1.436 4.284
C 4.355 1.164 4.271
C 3.771 0.987 2.876
C 2.273 0.727 2.931
N 1.671 0.449 1.613
P 0.925 -1.048 1.186
C 1.106 -2.106 2.642
C 0.047 -2.098 3.553
C 0.102 -2.887 4.692
C 1.209 -3.693 4.921
C 2.264 -3.707 4.018
C 2.214 -2.917 2.878
C 2.099 -1.771 -0.009
C 1.719 -2.898 -0.742
C 2.565 -3.440 -1.696
C 3.804 -2.860 -1.938
C 4.201 -1.758 -1.199
C 3.354 -1.219 -0.239
P 0.781 1.584 0.687
C 0.818 3.091 1.689
C -0.080 3.181 2.755
C -0.054 4.278 3.598
C 0.867 5.297 3.386
C 1.756 5.220 2.325
C 1.730 4.122 1.474
C 1.782 1.939 -0.779
C 1.125 2.081 -1.998
C 1.833 2.405 -3.148
C 3.206 2.580 -3.088
C 3.874 2.421 -1.879
C 3.167 2.104 -0.732
H 7.779 -0.255 4.090
H 6.492 -0.545 2.914
H 6.243 -0.944 4.634
H 3.921 2.039 4.759
H 4.136 0.294 4.896
H 4.263 0.148 2.377
H 3.974 1.892 2.298
H 1.773 1.583 3.385
H 2.081 -0.128 3.580
H -0.815 -1.463 3.369
H -0.718 -2.876 5.398
H 1.249 -4.316 5.805
H 3.127 -4.334 4.202
H 3.037 -2.934 2.173
H 0.762 -3.368 -0.558
H 2.261 -4.319 -2.251
H 4.457 -3.269 -2.697
H 5.174 -1.313 -1.367
H 3.671 -0.366 0.341
H -0.801 2.390 2.919
H -0.753 4.339 4.422
H 0.890 6.153 4.048
H 2.475 6.011 2.158
H 2.422 4.081 0.643
H 0.055 1.914 -2.048
H 1.311 2.512 -4.091
H 3.762 2.833 -3.981
H 4.948 2.547 -1.832
H 3.695 1.981 0.205
Cl -6.168 0.652 1.274
C -4.736 0.268 2.250
C -3.519 -0.104 1.442
O -2.454 -0.295 2.128
O -3.520 -0.193 0.205
H -4.985 -0.551 2.922
H -4.482 1.143 2.844
Te -4.990 0.063 -2.386
C -5.186 -0.279 -4.421
C -4.228 -0.176 -5.406
C -4.714 -0.484 -6.698
C -6.042 -0.815 -6.681
S -6.681 -0.764 -5.109
H -3.195 0.077 -5.206
H -4.116 -0.451 -7.596
H -6.664 -1.084 -7.521
C -2.441 -5.216 0.327
C -1.860 -4.229 1.318
N -1.751 -2.923 0.690
C -1.522 -2.710 -0.627
N -1.283 -1.492 -1.040
C -1.085 -1.236 -2.461
C -1.798 -2.262 -3.317
C -1.335 -3.637 -2.887
N -1.557 -3.795 -1.456
C -1.600 -5.156 -0.933
H -3.472 -4.944 0.092
H -2.432 -6.225 0.737
H -0.875 -4.573 1.656
H -2.489 -4.124 2.201
H -1.909 -2.097 1.253
H -0.010 -1.241 -2.686
H -1.459 -0.230 -2.669
H -1.592 -2.105 -4.376
H -2.877 -2.179 -3.165
H -0.276 -3.784 -3.133
H -1.904 -4.416 -3.396
H -0.585 -5.518 -0.724
H -2.018 -5.792 -1.713
C -2.508 5.508 -2.768
N -2.601 4.358 -1.894
C -2.519 4.438 -0.447
C -2.361 2.973 -0.090
O -2.286 2.520 1.042
N -2.269 2.220 -1.220
C -2.427 3.070 -2.237
N -2.392 2.645 -3.508
H -3.061 6.333 -2.324
H -2.962 5.297 -3.735
H -1.471 5.815 -2.921
H -3.419 4.869 -0.007
H -1.647 5.002 -0.104
H -2.569 1.654 -3.612
H -2.745 3.234 -4.243
*
```